# 1
Below is 10 unconnected molecules or ions with the total composition C6H32NO10 at a distorted geometry, with properties calculated with wB97M-V/def2-TZVPD.

Computed properties:
2S+1 = 1
Total charge = -1
Relative energy (zero: lowest compared OMol25 entry of this formula, charge and spin) = 46.9 kcal per mole
E_tot = -1054.97442 a.u.

The geometry in XYZ format:
```
49
Properties=species:S:1:pos:R:3:mulliken_charge:R:1
C 2.838 -0.688 -1.790 -0.450
N 1.469 -0.437 -2.190 -0.320
C 0.486 -0.273 -1.089 -0.103
C -0.610 0.728 -1.449 -0.903
C -0.881 1.683 -0.281 0.564
O 0.060 2.763 -0.415 -0.873
C 2.982 -2.120 -1.236 -0.621
C 3.085 -2.243 0.280 -0.919
H 3.471 -0.637 -2.676 0.449
H 3.221 0.047 -1.065 0.252
H 1.503 0.510 -2.548 0.436
H 0.204 -1.281 -0.773 0.238
H 1.066 -0.117 -0.162 -0.522
H -0.369 1.288 -2.358 0.641
H -1.426 0.116 -1.850 0.575
H -1.816 2.205 -0.091 0.044
H -0.596 1.078 0.575 -0.529
H 2.144 -2.714 -1.610 0.320
H 3.835 -2.644 -1.681 0.375
H 2.407 -1.555 0.783 0.052
H 4.107 -2.170 0.656 0.345
H 2.799 -3.239 0.626 0.344
H -2.489 1.477 3.972 0.276
H -1.091 0.719 3.330 0.502
O -1.800 0.824 4.039 -0.740
H -0.718 -0.770 2.290 0.445
H -1.662 -1.527 3.164 0.343
O -1.272 -1.647 2.289 -0.837
H -3.745 -1.762 0.228 0.303
H -2.750 -1.628 1.490 0.415
O -3.576 -2.052 1.123 -0.678
H 0.737 0.090 3.290 0.113
H 1.329 1.118 1.765 0.122
O 0.197 0.424 2.561 -0.954
H 1.439 2.513 -1.255 0.505
H 3.015 2.079 -1.448 0.274
O 2.219 2.410 -1.862 -0.762
H -0.851 -2.451 -1.556 0.375
H -0.778 -1.615 -2.919 0.387
O -1.124 -2.407 -2.471 -0.633
H -4.015 1.212 1.063 0.329
H -4.047 -0.099 1.994 0.312
O -4.509 0.684 1.709 -0.637
H -3.149 2.224 -1.443 0.359
H -2.733 1.171 -2.495 0.357
O -3.310 1.931 -2.337 -0.639
H 1.955 2.259 2.219 0.329
H 0.762 2.704 0.258 0.467
O 1.986 1.817 1.346 -0.724
```


# 2
Below is 2 unconnected molecules or ions with the total composition C3H10N2OP at a distorted geometry, with properties calculated with wB97M-V/def2-TZVPD.

Computed properties:
2S+1 = 1
Total charge = +1
Relative energy (zero: lowest compared OMol25 entry of this formula, charge and spin) = 112.6 kcal per mole
E_tot = -646.05130 a.u.

The geometry in XYZ format:
```
17
Properties=species:S:1:pos:R:3:mulliken_charge:R:1
C 0.314 -1.337 -0.214 0.775
C -0.830 -2.068 0.259 -1.112
C -0.191 0.767 0.122 -0.147
N 1.380 -1.590 -0.711 -0.474
N 0.240 1.493 -1.215 -0.316
O -1.550 0.763 0.153 -0.508
P 0.669 1.610 1.540 -0.044
H -1.751 -1.564 -0.030 0.312
H -0.812 -3.086 -0.127 0.373
H -0.803 -2.101 1.348 0.298
H 2.154 -1.005 -0.973 0.252
H -0.438 2.235 -1.441 0.349
H 0.242 0.824 -1.994 0.350
H 1.171 1.913 -1.116 0.378
H -1.946 1.510 0.625 0.363
H 1.892 0.979 1.310 0.063
H 0.260 0.659 2.466 0.089
```


# 3
Below is a single C4H10O2 molecule at a distorted geometry, with properties calculated with wB97M-V/def2-TZVPD.

Computed properties:
2S+1 = 1
Relative energy (zero: lowest compared OMol25 entry of this formula, charge and spin) = 26.8 kcal per mole
E_tot = -308.85548 a.u.

The geometry in XYZ format:
```
16
Properties=species:S:1:pos:R:3:mulliken_charge:R:1
C 0.241 0.814 -1.419 -0.380
O -1.165 1.084 -1.388 -0.572
C 0.854 0.976 -0.030 -0.708
C 0.810 -0.345 0.758 -0.584
C -0.628 -0.692 1.188 -0.448
O -1.194 -1.659 0.271 -0.541
H 0.369 -0.235 -1.700 0.247
H 0.696 1.514 -2.124 0.338
H -1.636 0.267 -1.521 0.316
H 0.352 1.794 0.489 0.389
H 1.896 1.275 -0.187 0.338
H 1.406 -0.232 1.670 0.320
H 1.247 -1.101 0.111 0.349
H -1.330 0.128 1.024 0.271
H -0.684 -1.026 2.226 0.385
H -1.232 -2.561 0.632 0.280
```